101
Properties=species:S:1:pos:R:3:lowdin_charge:R:1 method="wB97M-V/def2-TZVPD" charge=-1 molar_mass_g_mol=587.86 largest_force_ev_per_a=1.2 e_tot_ev=-55362.1098 spin_multiplicity=1
C -4.71 1.38 3.16 -0.059
C -3.93 0.50 3.49 -0.304
P -2.66 -0.91 3.89 0.267
N -1.27 0.20 3.51 -0.269
C -0.14 -0.40 2.83 -0.387
C -0.41 -0.66 1.33 -0.122
H -5.45 1.94 2.63 -0.015
H -2.76 -1.28 2.48 -0.051
H -1.75 -2.04 4.15 -0.062
H -2.63 -0.49 5.29 -0.053
H -3.81 -1.77 4.19 -0.075
H -0.94 0.48 4.44 0.017
H 0.21 -1.33 3.31 0.076
H 0.70 0.30 2.89 0.065
H 0.27 -0.08 0.69 0.020
H -1.43 -0.38 1.09 0.048
H -0.30 -1.72 1.07 0.074
C -4.63 -0.42 -1.93 -0.112
C -4.13 -0.40 -0.49 -0.260
C -5.19 -0.81 0.53 -0.193
C -6.35 0.08 0.52 -0.245
N -7.23 0.82 0.57 0.141
H -5.45 0.28 -2.08 0.068
H -3.83 -0.15 -2.62 0.060
H -4.99 -1.42 -2.20 0.072
H -3.77 0.60 -0.23 0.117
H -3.28 -1.07 -0.38 0.092
H -4.77 -0.78 1.54 0.067
H -5.54 -1.83 0.33 0.121
C -8.52 1.11 4.08 -0.109
C -7.79 1.02 5.42 -0.259
C -8.69 0.54 6.56 -0.199
C -9.82 1.44 6.81 -0.250
N -10.70 2.15 7.01 0.126
H -9.33 1.84 4.11 0.069
H -7.83 1.41 3.30 0.037
H -8.94 0.14 3.80 0.076
H -7.36 1.99 5.68 0.112
H -6.96 0.32 5.32 0.106
H -8.12 0.46 7.49 0.115
H -9.10 -0.45 6.33 0.117
C 4.99 0.36 5.34 -0.113
C 4.34 0.42 3.96 -0.268
C 3.44 1.65 3.78 -0.196
C 2.31 1.66 4.70 -0.242
N 1.39 1.55 5.37 0.172
H 4.24 0.28 6.12 0.071
H 5.64 -0.51 5.40 0.068
H 5.59 1.25 5.53 0.073
H 3.74 -0.48 3.79 0.115
H 5.11 0.45 3.20 0.049
H 3.02 1.67 2.77 0.110
H 4.02 2.57 3.92 0.116
C 5.42 0.16 -0.44 -0.108
C 6.18 1.47 -0.26 -0.252
C 7.59 1.28 0.31 -0.187
C 7.51 0.63 1.62 -0.227
N 7.36 0.19 2.66 0.168
H 5.29 -0.34 0.53 0.069
H 4.43 0.34 -0.85 0.026
H 5.94 -0.52 -1.11 0.080
H 5.62 2.13 0.41 0.108
H 6.26 1.99 -1.22 0.108
H 8.09 2.24 0.44 0.116
H 8.21 0.66 -0.34 0.118
C -0.25 -1.56 -3.13 -0.099
C 0.23 -1.54 -1.68 -0.235
C 1.05 -0.30 -1.34 -0.203
C 2.25 -0.19 -2.18 -0.213
N 3.19 -0.10 -2.83 0.157
H 0.59 -1.59 -3.83 0.050
H -0.86 -2.44 -3.33 0.076
H -0.85 -0.68 -3.35 0.062
H 0.82 -2.44 -1.47 0.117
H -0.63 -1.56 -1.01 0.082
H 1.36 -0.32 -0.30 0.087
H 0.47 0.61 -1.51 0.077
C 5.36 -3.67 -6.37 -0.112
C 4.89 -2.24 -6.17 -0.259
C 3.58 -2.14 -5.38 -0.214
C 2.49 -2.84 -6.06 -0.251
N 1.62 -3.37 -6.60 0.146
H 4.64 -4.25 -6.94 0.070
H 6.31 -3.70 -6.90 0.069
H 5.51 -4.17 -5.40 0.077
H 4.76 -1.76 -7.15 0.109
H 5.65 -1.67 -5.64 0.107
H 3.29 -1.10 -5.24 0.074
H 3.70 -2.58 -4.39 0.115
C 0.67 0.76 -6.30 -0.098
C 0.52 2.28 -6.35 -0.253
C 1.09 2.97 -5.12 -0.184
C 0.43 2.54 -3.89 -0.203
N -0.07 2.18 -2.92 0.181
H 0.13 0.34 -5.46 0.057
H 0.29 0.30 -7.21 0.078
H 1.73 0.48 -6.20 0.065
H -0.54 2.54 -6.46 0.112
H 1.03 2.67 -7.23 0.106
H 0.99 4.06 -5.19 0.117
H 2.16 2.74 -5.01 0.121


105
Properties=species:S:1:pos:R:3:lowdin_charge:R:1 method="wB97M-V/def2-TZVPD" charge=+1 molar_mass_g_mol=956.99 largest_force_ev_per_a=1.0 e_tot_ev=-86142.1847 spin_multiplicity=1
Ir 0.67 0.54 0.52 1.014
C -2.93 0.50 -2.89 -0.314
Sb -1.93 2.01 -1.72 1.448
C -0.07 0.90 -1.38 -0.582
C -0.18 -0.57 -1.28 -0.497
C 0.98 -1.35 -1.32 -0.085
C 0.90 -2.74 -1.06 -0.065
C -0.31 -3.29 -0.79 -0.017
C -1.44 -2.43 -0.76 -0.098
N -1.38 -1.15 -0.98 0.096
Si 1.14 1.71 -2.61 0.404
C 0.45 1.29 -4.30 -0.171
C 2.93 1.13 -2.54 -0.183
C 1.24 3.55 -2.36 -0.188
C -2.88 1.89 0.26 -0.542
C -2.51 0.74 1.14 -0.348
C -3.52 0.08 1.87 -0.044
C -3.26 -0.86 2.83 -0.019
C -1.94 -1.16 3.13 -0.040
C -0.98 -0.54 2.39 -0.140
N -1.23 0.36 1.39 -0.046
Si -4.78 2.01 -0.09 0.440
C -5.14 3.26 -1.43 -0.176
C -5.79 2.48 1.43 -0.156
C -5.49 0.40 -0.75 -0.165
Si -2.29 3.55 1.15 0.464
C -0.68 4.20 0.45 -0.213
C -2.22 3.18 2.98 -0.144
C -3.41 5.03 0.88 -0.172
H -2.17 0.08 -3.55 -0.002
H -3.69 0.99 -3.50 0.009
H -3.36 -0.29 -2.29 -0.017
H 1.91 -0.91 -1.62 0.050
H 1.80 -3.34 -1.09 0.079
H -0.43 -4.34 -0.60 0.115
H -2.42 -2.84 -0.54 0.124
H 0.29 0.22 -4.42 0.035
H 1.16 1.60 -5.08 0.041
H -0.49 1.79 -4.50 0.023
H 3.10 0.16 -2.99 0.011
H 3.30 1.15 -1.52 -0.017
H 3.52 1.85 -3.11 0.049
H 0.28 4.07 -2.47 0.008
H 1.92 3.94 -3.12 0.043
H 1.65 3.81 -1.38 0.040
H -4.54 0.33 1.67 0.060
H -4.08 -1.33 3.36 0.124
H -1.66 -1.86 3.91 0.113
H 0.07 -0.76 2.58 0.082
H -4.97 4.29 -1.15 0.020
H -6.20 3.16 -1.67 0.049
H -4.60 3.07 -2.36 0.005
H -5.66 3.51 1.74 0.019
H -5.61 1.87 2.31 0.029
H -6.84 2.35 1.17 0.044
H -5.37 0.34 -1.83 0.018
H -6.56 0.40 -0.55 0.043
H -5.08 -0.52 -0.32 0.029
H 0.07 3.46 0.20 -0.025
H -0.24 4.87 1.19 0.044
H -0.88 4.80 -0.45 0.028
H -1.54 2.38 3.24 0.021
H -3.21 2.93 3.35 0.040
H -1.87 4.07 3.51 0.049
H -3.33 5.40 -0.14 0.036
H -2.99 5.80 1.52 0.051
H -4.46 4.94 1.13 0.011
C 3.31 -3.15 -3.53 -0.089
C 4.52 -3.92 -3.03 -0.241
C 4.74 -3.89 -1.52 -0.193
C 5.24 -2.56 -0.95 -0.148
N 4.23 -1.53 -0.66 0.039
C 3.63 -1.41 0.52 -0.689
S 2.97 0.13 1.02 0.720
N 3.63 -2.44 1.35 0.052
C 3.10 -2.46 2.71 -0.173
C 1.78 -3.23 2.84 -0.197
C 1.91 -4.74 2.96 -0.243
C 2.60 -5.42 1.77 -0.101
H 3.21 -3.26 -4.61 0.083
H 3.38 -2.09 -3.32 0.049
H 2.38 -3.52 -3.08 0.059
H 5.42 -3.54 -3.52 0.113
H 4.43 -4.96 -3.34 0.113
H 5.51 -4.63 -1.28 0.121
H 3.83 -4.21 -0.99 0.088
H 5.95 -2.11 -1.64 0.136
H 5.78 -2.73 -0.01 0.127
H 4.27 -0.68 -1.20 0.098
H 4.02 -3.31 1.01 0.104
H 2.97 -1.43 3.02 0.078
H 3.87 -2.90 3.35 0.138
H 1.15 -2.97 1.98 0.095
H 1.26 -2.85 3.72 0.115
H 0.91 -5.16 3.07 0.111
H 2.45 -4.98 3.87 0.115
H 2.14 -5.14 0.83 0.061
H 2.53 -6.51 1.86 0.082
H 3.66 -5.19 1.73 0.066
B 1.50 3.81 3.76 -0.390
C 1.26 2.72 2.66 -0.180
N 1.04 1.95 1.83 -0.111
H 1.23 4.86 3.24 0.016
H 2.65 3.74 4.10 0.012
H 0.73 3.53 4.65 0.017


115
Properties=species:S:1:pos:R:3:lowdin_charge:R:1 method="wB97M-V/def2-TZVPD" charge=0 molar_mass_g_mol=908.30 largest_force_ev_per_a=1.6 e_tot_ev=-140173.2778 smiles="O=S1(=O)CCCC1.O=S1(=O)CCCC1.O=S1(=O)CCCC1.O=S1(=O)CCCC1.O=S1(=O)CCCC1.O=S1(=O)CCCC1.O=S1(=O)CCCC1.c1cc[nH]c1" spin_multiplicity=1
O -1.53 -0.01 1.35 -0.325
S -0.62 0.18 0.25 0.668
O -0.25 -0.99 -0.51 -0.319
C -1.33 1.36 -0.90 -0.199
C -0.44 2.60 -0.88 -0.192
C 0.97 2.11 -0.49 -0.208
C 0.82 1.15 0.68 -0.199
H -2.37 1.52 -0.62 0.102
H -1.28 0.92 -1.89 0.066
H -0.41 3.09 -1.84 0.092
H -0.81 3.33 -0.15 0.120
H 1.54 2.98 -0.17 0.090
H 1.49 1.65 -1.34 0.092
H 0.61 1.61 1.64 0.097
H 1.63 0.43 0.79 0.098
O 0.73 -0.08 6.24 -0.312
S 0.15 -0.10 4.93 0.661
O 0.90 0.33 3.78 -0.331
C -0.52 -1.73 4.62 -0.232
C -1.70 -1.76 5.56 -0.208
C -2.47 -0.45 5.28 -0.197
C -1.49 0.69 5.00 -0.201
H 0.30 -2.44 4.73 0.114
H -0.85 -1.71 3.58 0.075
H -2.35 -2.63 5.48 0.119
H -1.31 -1.71 6.58 0.113
H -3.14 -0.21 6.10 0.114
H -3.09 -0.59 4.39 0.091
H -1.41 1.52 5.69 0.104
H -1.56 1.05 3.97 0.072
O -7.07 2.61 1.40 -0.310
S -6.73 1.83 2.57 0.650
O -7.72 1.55 3.56 -0.316
C -5.93 0.31 2.06 -0.207
C -4.43 0.62 1.89 -0.224
C -4.18 2.08 2.27 -0.223
C -5.24 2.51 3.27 -0.227
H -6.43 -0.10 1.18 0.105
H -6.06 -0.35 2.91 0.101
H -3.83 -0.05 2.50 0.075
H -4.13 0.46 0.85 0.094
H -4.30 2.70 1.37 0.114
H -3.18 2.33 2.63 0.106
H -5.31 3.59 3.36 0.113
H -5.12 2.05 4.25 0.109
O 0.22 2.38 -3.95 -0.320
S -0.54 1.30 -4.53 0.669
O -1.98 1.36 -4.52 -0.321
C 0.08 1.01 -6.17 -0.234
C 1.31 0.16 -5.93 -0.208
C 0.84 -0.93 -4.97 -0.206
C 0.08 -0.28 -3.83 -0.215
H 0.21 1.99 -6.64 0.110
H -0.69 0.51 -6.76 0.110
H 1.66 -0.29 -6.86 0.118
H 2.13 0.76 -5.52 0.113
H 1.67 -1.52 -4.58 0.081
H 0.16 -1.61 -5.49 0.121
H 0.66 0.03 -2.96 0.060
H -0.83 -0.77 -3.50 0.095
O -1.90 -3.31 2.02 -0.325
S -2.62 -4.01 0.98 0.665
O -2.75 -5.44 1.02 -0.314
C -4.19 -3.16 0.80 -0.226
C -4.41 -3.08 -0.70 -0.210
C -3.04 -2.66 -1.26 -0.203
C -2.00 -3.60 -0.66 -0.220
H -3.95 -2.14 1.14 0.083
H -4.93 -3.51 1.51 0.114
H -4.75 -4.02 -1.14 0.120
H -5.15 -2.33 -0.99 0.115
H -2.80 -1.64 -0.94 0.096
H -3.04 -2.72 -2.35 0.118
H -0.99 -3.21 -0.52 0.061
H -1.95 -4.54 -1.21 0.107
O 4.18 2.45 -1.05 -0.324
S 4.51 3.66 -1.75 0.675
O 5.38 3.62 -2.89 -0.307
C 2.99 4.52 -2.15 -0.222
C 2.77 5.51 -1.01 -0.208
C 4.17 6.09 -0.71 -0.211
C 5.12 4.91 -0.57 -0.206
H 2.25 3.75 -2.37 0.087
H 3.17 5.06 -3.08 0.112
H 2.09 6.29 -1.33 0.118
H 2.41 4.97 -0.13 0.105
H 4.14 6.63 0.24 0.114
H 4.49 6.75 -1.51 0.119
H 4.97 4.42 0.39 0.103
H 6.16 5.09 -0.84 0.103
O 2.85 0.33 -3.01 -0.329
S 4.09 -0.34 -2.69 0.680
O 5.31 0.09 -3.30 -0.299
C 4.30 -0.48 -0.91 -0.220
C 4.46 -1.97 -0.63 -0.192
C 3.56 -2.68 -1.63 -0.226
C 3.91 -2.11 -2.98 -0.223
H 3.45 -0.02 -0.41 0.083
H 5.17 0.13 -0.69 0.099
H 5.51 -2.25 -0.78 0.124
H 4.15 -2.19 0.39 0.096
H 2.51 -2.47 -1.42 0.112
H 3.68 -3.76 -1.56 0.113
H 3.23 -2.34 -3.80 0.084
H 4.90 -2.42 -3.32 0.108
C 1.48 -3.16 1.72 -0.088
C 2.69 -3.29 2.46 -0.113
C 3.34 -4.41 2.03 -0.141
N 2.59 -4.96 1.02 0.011
C 1.46 -4.20 0.83 -0.138
H 0.72 -2.40 1.82 0.074
H 3.09 -2.60 3.20 0.097
H 4.22 -4.93 2.39 0.107
H 2.75 -5.85 0.59 0.145
H 0.74 -4.47 0.08 0.102


117
Properties=species:S:1:pos:R:3:lowdin_charge:R:1 method="wB97M-V/def2-TZVPD" charge=+3 molar_mass_g_mol=862.84 largest_force_ev_per_a=3.3 e_tot_ev=-98778.0167 spin_multiplicity=1
C 4.02 14.83 -8.42 -0.043
C 4.88 13.60 -8.68 -0.131
N 4.88 12.78 -7.45 -0.057
C 5.94 12.72 -6.60 0.003
C 5.52 11.93 -5.56 -0.020
N 4.26 11.51 -5.83 -0.077
C 3.87 12.03 -7.02 0.019
C 3.46 10.65 -4.98 0.013
H 4.42 15.67 -9.00 0.092
H 4.11 15.21 -7.40 0.091
H 2.97 14.65 -8.62 0.050
H 5.91 13.86 -8.93 0.123
H 4.48 12.98 -9.48 0.123
H 6.80 13.37 -6.67 0.141
H 6.04 11.68 -4.65 0.135
H 2.96 11.89 -7.58 0.161
H 4.05 10.46 -4.08 0.101
H 3.22 9.71 -5.47 0.059
H 2.52 11.14 -4.72 0.116
C 2.63 6.88 -13.52 -0.038
C 1.91 5.90 -12.57 -0.164
N 2.79 4.92 -11.99 -0.038
C 3.27 4.95 -10.70 0.004
C 3.92 3.77 -10.49 -0.004
N 3.93 3.09 -11.69 -0.084
C 3.19 3.78 -12.56 0.008
C 4.48 1.75 -12.01 0.046
H 2.76 7.87 -13.07 0.060
H 2.09 6.97 -14.46 0.081
H 3.65 6.62 -13.78 0.082
H 1.08 5.43 -13.11 0.124
H 1.43 6.46 -11.77 0.098
H 3.03 5.78 -10.06 0.099
H 4.46 3.24 -9.73 0.137
H 2.98 3.57 -13.60 0.181
H 4.62 1.62 -13.07 0.109
H 3.77 1.02 -11.65 0.110
H 5.42 1.66 -11.46 0.104
C 2.34 6.69 -3.86 -0.045
C 2.50 6.68 -5.38 -0.170
N 1.64 5.71 -6.05 -0.034
C 1.99 4.63 -6.83 -0.001
C 0.83 4.09 -7.29 0.004
N -0.22 4.87 -6.86 -0.068
C 0.30 5.77 -6.02 -0.011
C -1.64 4.84 -7.18 0.034
H 1.34 6.36 -3.56 0.082
H 2.55 7.64 -3.37 0.082
H 3.03 6.02 -3.34 0.086
H 3.54 6.57 -5.67 0.109
H 2.18 7.65 -5.74 0.099
H 3.04 4.45 -6.92 0.135
H 0.73 3.26 -7.97 0.135
H -0.15 6.64 -5.59 0.185
H -2.20 4.75 -6.26 0.114
H -1.93 4.00 -7.81 0.107
H -1.86 5.77 -7.71 0.107
C -1.45 6.93 -12.18 -0.066
C -2.04 8.34 -12.22 -0.144
N -1.14 9.23 -12.94 -0.057
C -1.37 9.80 -14.18 0.029
C -0.28 10.60 -14.42 0.003
N 0.50 10.58 -13.32 -0.067
C -0.07 9.81 -12.39 -0.017
C 1.74 11.33 -13.13 0.022
H -0.62 6.92 -11.48 0.053
H -1.14 6.61 -13.19 0.080
H -2.14 6.11 -11.96 0.085
H -2.10 8.70 -11.19 0.133
H -3.02 8.39 -12.68 0.134
H -2.23 9.45 -14.71 0.140
H -0.04 11.20 -15.28 0.147
H 0.32 9.64 -11.40 0.155
H 2.20 11.01 -12.20 0.085
H 1.44 12.38 -13.04 0.090
H 2.42 11.20 -13.97 0.105
C 6.62 7.31 -5.23 -0.082
C 7.74 7.35 -6.27 -0.217
C 7.22 7.76 -7.64 -0.136
N 8.22 7.73 -8.77 -0.257
C 9.50 8.49 -8.46 0.063
C 7.53 8.33 -9.99 -0.086
C 6.63 7.23 -10.52 -0.147
C 7.31 5.92 -10.14 -0.133
C 8.47 6.30 -9.19 -0.065
H 6.01 6.42 -5.43 0.070
H 5.99 8.19 -5.13 0.071
H 7.02 7.02 -4.25 0.090
H 8.15 6.34 -6.37 0.114
H 8.51 8.01 -5.87 0.117
H 6.78 8.76 -7.58 0.131
H 6.38 7.16 -7.96 0.123
H 9.26 9.55 -8.41 0.118
H 10.21 8.37 -9.27 0.114
H 9.80 7.99 -7.54 0.100
H 8.26 8.66 -10.72 0.145
H 6.97 9.20 -9.65 0.125
H 6.46 7.41 -11.58 0.129
H 5.66 7.24 -10.02 0.069
H 7.60 5.34 -11.01 0.121
H 6.64 5.24 -9.61 0.098
H 9.45 6.24 -9.67 0.140
H 8.51 5.69 -8.29 0.124
P 3.08 8.55 -8.97 0.196
F 4.56 9.18 -8.79 -0.144
F 3.39 8.08 -10.51 -0.171
F 3.71 7.14 -8.42 -0.183
F 1.60 7.88 -9.08 -0.172
F 2.69 9.11 -7.51 -0.160
F 2.48 9.89 -9.64 -0.146
P 0.57 13.48 -10.25 0.180
F 0.36 11.89 -10.46 -0.175
F -0.97 13.58 -9.70 -0.173
F 1.19 13.15 -8.75 -0.198
F 0.67 15.04 -9.89 -0.142
F 2.05 13.49 -10.87 -0.155
F -0.04 13.70 -11.75 -0.170